Computed, not measured: one molecule with the formula C17H25N3O3S at a distorted geometry, with the ωB97M-V functional and the def2-TZVPD basis.

HOMO level (hartree): -0.3205
Orbital gap (Eh): 0.324

Geometry (Å):
O 0.157 -0.976 -2.705
O -2.482 -0.277 1.100
O -3.709 0.422 -1.255
S 2.517 0.967 -2.516
C -0.184 0.217 -2.619
C -1.505 -0.872 0.621
C 2.864 2.695 -2.260
C 1.730 3.423 -2.022
C 0.526 2.632 -2.117
C 0.787 1.290 -2.361
C 0.984 -1.498 0.877
C -0.131 -0.750 1.181
N -1.538 0.468 -2.822
N -1.729 -1.694 -0.490
N 1.638 0.141 2.375
C 2.652 -2.037 2.665
C 3.289 -0.560 0.742
C -0.427 -0.144 3.651
C -0.178 1.697 2.048
C -2.614 -0.508 -3.199
C -3.059 -1.945 -1.065
C -3.574 -0.784 -2.021
C 2.158 -1.038 1.636
C 0.199 0.253 2.320
H -3.510 0.292 -0.280
H 3.889 3.090 -2.270
H 1.778 4.508 -1.923
H -0.436 3.079 -1.981
H 0.991 -2.274 0.135
H -1.884 1.395 -2.607
H -0.919 -1.962 -1.059
H 2.009 1.002 2.044
H 1.784 -2.479 3.164
H 3.224 -2.855 2.169
H 3.309 -1.516 3.380
H 3.597 -1.346 0.043
H 4.183 -0.268 1.299
H 2.957 0.329 0.153
H -0.030 0.480 4.484
H -0.225 -1.197 3.889
H -1.474 0.002 3.589
H 0.180 2.330 2.860
H 0.246 2.036 1.114
H -1.260 1.799 1.982
H -2.198 -1.448 -3.532
H -3.155 -0.026 -4.020
H -3.077 -2.850 -1.689
H -3.797 -2.163 -0.278
H -4.546 -1.083 -2.431

Per-atom Löwdin charges, elementary charge units: -0.022 0.027 -0.073 1.036 -0.479 -0.361 -0.367 -0.182 -0.102 -0.429 0.069 -0.022 0.083 0.086 0.061 -0.031 -0.038 -0.024 -0.022 -0.091 -0.109 -0.319 -0.572 -0.525 0.076 0.074 0.104 0.104 0.125 0.122 0.111 0.093 0.078 0.092 0.091 0.089 0.088 0.054 0.098 0.084 0.060 0.090 0.074 0.084 0.115 0.120 0.120 0.127 0.134

=====

Computed, not measured: a 3-piece molecular cluster, C17H25N3O5S3 overall at a distorted geometry, with the ωB97M-V functional and the def2-TZVPD basis.

HOMO level (hartree): -0.3127
Orbital gap (Eh): 0.266

Geometry (Å):
C 0.706 0.165 1.934
C 1.502 1.572 1.796
O 2.763 1.596 1.807
N 0.699 2.815 1.611
C 1.572 3.980 1.263
C -0.253 2.481 0.524
C 0.212 2.169 -0.917
C -0.843 1.784 -2.031
C -2.377 1.720 -1.696
C -2.843 2.037 -0.234
N -4.151 2.064 0.379
S -3.949 2.538 2.030
N -2.252 2.721 2.201
C -1.781 2.421 0.868
H -0.202 0.241 2.629
H 0.334 -0.170 0.894
H 1.419 -0.637 2.350
H 2.125 3.880 0.265
H 0.903 4.921 1.173
H 2.319 4.171 2.113
H 1.325 2.184 -1.207
H -0.432 1.553 -3.084
H -3.143 1.466 -2.500
C -5.491 -1.198 -0.160
C -5.682 -2.326 -1.176
C -4.295 -2.865 -1.530
S -3.262 -2.567 -0.099
O -2.242 -1.609 -0.459
O -2.946 -3.829 0.532
C -4.505 -1.733 0.870
H -6.435 -0.905 0.303
H -5.071 -0.319 -0.659
H -6.283 -3.124 -0.726
H -6.211 -1.982 -2.068
H -4.320 -3.934 -1.742
H -3.861 -2.328 -2.376
H -4.045 -0.948 1.471
H -4.977 -2.475 1.518
C 5.781 -2.084 -0.653
C 5.495 -1.513 0.737
C 5.089 -0.049 0.558
S 4.357 0.072 -1.069
O 5.202 0.906 -1.894
O 2.935 0.304 -0.938
C 4.622 -1.632 -1.531
H 5.869 -3.172 -0.635
H 6.722 -1.674 -1.035
H 4.672 -2.070 1.197
H 6.361 -1.604 1.397
H 4.359 0.261 1.306
H 5.957 0.613 0.588
H 4.839 -1.699 -2.597
H 3.711 -2.186 -1.297

Per-atom Löwdin charges, elementary charge units: -0.002 -0.359 -0.004 -0.086 -0.084 -0.157 0.024 -0.016 -0.006 -0.262 -0.277 0.896 -0.247 -0.228 0.085 0.091 0.092 0.095 0.107 0.103 0.099 0.101 0.093 -0.230 -0.218 -0.225 0.660 -0.330 -0.328 -0.232 0.119 0.095 0.118 0.115 0.104 0.105 0.096 0.109 -0.227 -0.215 -0.221 0.673 -0.321 -0.338 -0.235 0.115 0.120 0.118 0.115 0.072 0.111 0.108 0.109

=====

Computed, not measured: C17H25N4O4S4Tc as an isolated structure at a distorted geometry, with the ωB97M-V functional and the def2-TZVPD basis.

Multiplicity: 2
Net charge: +3
HOMO level (alpha / beta) (hartree): -0.6428 / -0.6427
Orbital gap (alpha / beta) (Eh): 0.222 / 0.201
Expectation value of S²: 0.768

Geometry (Å):
Tc 0.059 0.124 0.520
C 0.154 3.668 0.037
C 1.609 3.381 -0.040
S 1.770 1.610 -0.587
C 3.494 1.291 0.036
C 3.593 -0.187 0.128
S 2.246 -0.808 1.149
C 2.550 -0.145 2.840
C 1.364 -0.545 3.685
S -0.253 -0.030 2.993
C -0.592 1.655 3.612
C -0.010 2.725 2.743
S -0.652 2.424 1.054
H -0.314 3.607 -0.948
H -0.088 4.648 0.451
H 2.133 3.561 0.898
H 2.055 4.003 -0.811
H 3.689 1.803 0.979
H 4.200 1.656 -0.700
H 4.542 -0.548 0.527
H 3.456 -0.643 -0.856
H 2.707 0.933 2.829
H 3.450 -0.632 3.220
H 1.423 -0.167 4.706
H 1.306 -1.633 3.748
H -0.249 1.713 4.645
H -1.680 1.744 3.637
H 1.079 2.735 2.762
H -0.378 3.704 3.061
O -3.775 0.040 -3.985
C -4.388 0.080 -2.855
O -5.578 0.093 -2.703
C -3.551 0.119 -1.584
C -4.135 0.171 -0.304
N -3.147 0.187 0.590
N -1.945 0.161 -0.012
C -2.180 0.107 -1.329
C -0.963 0.028 -2.198
O -1.021 -0.044 -3.400
O 0.118 0.029 -1.484
H -2.800 0.017 -3.972
H -5.178 0.192 -0.030
H -3.238 0.210 1.595
C 1.308 -2.809 -1.281
C 0.212 -2.925 -0.292
N -0.305 -1.972 0.513
C -1.264 -2.594 1.276
C -1.328 -3.912 0.939
N -0.401 -4.089 -0.039
H 1.422 -1.791 -1.638
H 1.095 -3.440 -2.144
H 2.245 -3.161 -0.840
H -1.841 -2.072 2.011
H -1.944 -4.714 1.305
H -0.199 -4.961 -0.509

Per-atom Löwdin charges, elementary charge units: 1.001 -0.445 -0.402 1.044 -0.395 -0.447 0.930 -0.402 -0.427 0.899 -0.445 -0.418 0.941 0.112 0.126 0.096 0.121 0.096 0.122 0.127 0.100 0.085 0.121 0.117 0.101 0.119 0.096 0.088 0.124 0.206 -0.496 0.169 0.023 0.089 0.068 -0.161 -0.110 -0.510 0.172 -0.335 0.100 0.169 0.172 0.009 -0.335 -0.119 -0.144 -0.009 0.159 0.059 0.117 0.103 0.077 0.147 0.198

=====

Results for molecular weight: 351.47 447.60 575.68 (in Da, following the order of the records).
Results for ΔE to the lowest compared entry with this formula, charge and spin: 113.14 529.38 0.00 (in kJ/mol, following the order of the records).